No. 1
The following is a quantum chemistry calculation of C17H11CoN4S2 as an isolated structure at a distorted geometry, from OMol25.

- M (u) = 394.37
- electronic energy (eV) = -83063.4095
- maximum force (eV/A) = 1.8
- ΔE to the lowest compared entry with this formula, charge and spin (kcal per mole) = 0.0
- LUMO energy (alpha / beta) (eV) = -1.18 / -3.64

```
! wB97M-V def2-TZVPD RIJCOSX def2/J DEFGRID3
* xyz 0 5
Co 0.80 1.12 -0.05
S -0.47 3.09 -0.06
S 2.75 2.34 0.43
N 0.91 0.48 -2.12
N -0.14 6.58 0.85
N -1.30 -4.04 4.73
N 3.71 5.67 1.46
C -0.57 -2.24 3.07
C -0.51 0.07 2.40
C 2.06 3.89 0.65
C -0.98 -3.23 3.99
C 0.19 -2.58 1.96
C 0.26 -0.26 1.28
C -1.88 -2.61 -2.80
C 2.96 4.89 1.09
C -0.66 -2.63 -3.47
C -0.92 -0.90 3.29
C 0.26 -1.62 -3.24
C -1.26 -0.57 -1.71
C -0.03 -0.59 -2.37
C -2.17 -1.59 -1.91
C 0.72 4.20 0.45
C 0.60 -1.60 1.07
C 0.27 5.52 0.67
H 1.21 -1.64 -3.77
H -0.79 1.09 2.59
H -0.44 -3.41 -4.17
H 1.19 -1.90 0.22
H 1.84 0.20 -2.44
H -3.10 -1.58 -1.38
H -2.60 -3.40 -2.97
H 0.64 1.30 -2.67
H 0.46 -3.62 1.78
H -1.49 0.24 -1.03
H -1.51 -0.63 4.15
*
```

No. 2
The following is a quantum chemistry calculation of ArH18NeO9 as an isolated structure, from OMol25.

- M (u) = 222.26
- electronic energy (eV) = -36583.1954
- maximum force (eV/A) = 1.0
- ΔE to the lowest compared entry with this formula, charge and spin (kcal per mole) = 0.0
- LUMO energy (eV) = 0.11

```
! wB97M-V def2-TZVPD RIJCOSX def2/J DEFGRID3
* xyz 0 1
Ar -2.73 -3.08 -0.97
Ne -0.33 -1.03 -0.35
O 1.25 -3.56 1.03
O 1.30 -0.02 2.19
O 0.57 2.38 -0.45
O 2.91 0.57 -0.51
O -1.42 2.27 1.40
O 0.19 2.13 -3.17
O -0.37 -0.64 -2.96
O -1.10 -1.46 3.79
O -3.19 0.70 -0.39
H -1.24 -1.28 4.72
H 1.64 -4.17 1.66
H 1.14 -0.49 1.37
H 3.74 0.11 -0.40
H 1.33 1.81 -0.33
H -1.31 -0.59 -3.11
H 0.36 2.30 -1.39
H 0.09 1.23 -3.47
H -0.67 2.42 0.82
H -0.11 -1.50 -3.28
H -2.43 1.09 0.04
H 2.25 -0.04 2.30
H 0.34 -3.85 0.95
H -3.34 -0.11 0.09
H 0.20 2.66 -3.97
H -1.22 2.78 2.19
H -0.40 -0.84 3.53
H 2.56 0.23 -1.34
*
```

No. 3
The following is a quantum chemistry calculation of a 2-piece molecular cluster, C3H10OS2 overall, from OMol25.

- M (u) = 126.25
- electronic energy (eV) = -26990.7774
- maximum force (eV/A) = 0.8
- ΔE to the lowest compared entry with this formula, charge and spin (kcal per mole) = 11.8
- LUMO energy (eV) = 0.54

```
! wB97M-V def2-TZVPD RIJCOSX def2/J DEFGRID3
* xyz 0 1
S -1.27 -2.15 1.16
S 0.50 -3.12 0.79
O -1.07 0.69 -0.84
C -0.86 1.71 0.12
C 1.32 -2.03 -0.40
C 0.62 1.98 0.24
H 2.29 -1.73 -0.03
H 1.15 1.14 0.69
H 0.73 -1.12 -0.56
H 1.41 -2.54 -1.36
H 1.06 2.20 -0.74
H -1.24 1.39 1.11
H -1.40 2.63 -0.10
H -2.03 -2.63 0.16
H -2.00 0.74 -1.12
H 0.79 2.84 0.88
*
```

No. 4
The following is a quantum chemistry calculation of an isolated ion of composition C7H5Cl2O3S and charge -1 at a distorted geometry, from OMol25.

- M (u) = 240.09
- electronic energy (eV) = -49363.9234
- maximum force (eV/A) = 4.0
- ΔE to the lowest compared entry with this formula, charge and spin (kcal per mole) = 3.1
- LUMO energy (eV) = 2.74

```
! wB97M-V def2-TZVPD RIJCOSX def2/J DEFGRID3
* xyz -1 1
Cl -1.32 2.00 0.36
Cl -1.24 0.17 -1.82
S 3.08 1.49 0.10
O -3.83 0.52 0.58
O -0.44 -1.82 0.47
O -2.94 -1.49 0.38
C -2.92 -0.26 0.36
C 2.86 0.30 -1.13
C 1.60 -0.24 -1.07
C 1.60 1.06 0.88
C -0.35 -0.43 0.63
C -1.47 0.31 -0.08
C 0.93 0.08 0.18
H 1.25 -0.93 -1.81
H 1.51 1.55 1.79
H 3.44 0.21 -1.94
H -0.31 -0.36 1.78
H -1.46 -2.16 0.31
*
```

No. 5
The following is a quantum chemistry calculation of a 2-piece molecular cluster, C5H9N2 overall at a distorted geometry, from OMol25.

- M (u) = 97.14
- electronic energy (eV) = -8295.3781
- maximum force (eV/A) = 3.8
- ΔE to the lowest compared entry with this formula, charge and spin (kcal per mole) = 238.8
- LUMO energy (alpha / beta) (eV) = -4.59 / -6.07

```
! wB97M-V def2-TZVPD RIJCOSX def2/J DEFGRID3
* xyz 1 1
N 0.57 -0.63 -0.19
N 0.86 0.67 -0.40
C 1.30 -1.74 -0.75
C -1.87 -0.69 0.51
C 0.40 1.77 0.47
C 1.42 -1.51 0.52
C -0.14 1.47 -0.93
H -0.40 1.38 1.17
H 1.71 -1.78 1.60
H -1.09 0.87 -0.96
H -2.12 -1.31 -0.37
H 1.16 2.44 0.83
H -1.22 -0.99 1.22
H 0.09 2.06 -1.78
H -2.55 0.14 0.71
H 1.87 -2.14 -1.65
*
```

No. 6
The following is a quantum chemistry calculation of C25H27CoN3O5 as an isolated structure, from OMol25.

- M (u) = 508.44
- electronic energy (eV) = -78701.3956
- maximum force (eV/A) = 0.4
- ΔE to the lowest compared entry with this formula, charge and spin (kcal per mole) = 0.0
- LUMO energy (alpha / beta) (eV) = -0.41 / -0.51

```
! wB97M-V def2-TZVPD RIJCOSX def2/J DEFGRID3
* xyz 0 4
Co 2.20 2.23 0.04
O 4.90 0.05 1.99
O 1.46 4.09 0.48
O 2.62 2.58 6.07
O 4.05 1.49 0.48
O 0.06 4.98 2.01
N 0.08 1.95 -0.68
N 2.27 2.31 2.04
N 1.93 0.12 -0.71
C 1.74 -4.83 0.05
C 0.69 -0.34 -0.86
C -0.28 -4.46 -1.35
C -5.00 2.37 -1.28
C -0.81 2.94 -0.71
C 0.41 -1.69 -1.01
C 1.21 -4.12 -1.20
C 3.20 1.60 2.66
C -4.30 0.41 -2.64
C -4.59 0.19 -0.16
C 1.57 3.24 2.66
C -4.12 1.12 -1.29
C 2.73 -2.12 -0.92
C 0.92 4.19 1.65
C -2.65 1.45 -1.09
C 3.33 1.65 4.03
C 2.50 2.53 4.72
C -2.17 2.73 -0.92
C -0.37 0.70 -0.86
C 1.96 -4.62 -2.44
C 4.16 0.96 1.65
C -1.71 0.42 -1.06
C 1.44 -2.62 -1.04
C 1.63 3.37 4.03
C 2.94 -0.76 -0.75
H 3.92 -0.35 -0.61
H -6.04 2.09 -1.43
H -5.65 -0.05 -0.29
H 1.59 -5.91 -0.04
H -0.42 3.94 -0.55
H 1.05 4.14 4.53
H -3.97 1.06 -3.46
H -5.35 0.17 -2.80
H 4.09 1.08 4.55
H -3.72 -0.52 -2.69
H -4.93 2.90 -0.33
H -2.03 -0.60 -1.19
H -0.85 -4.17 -0.48
H 2.02 3.24 6.43
H -4.04 -0.75 -0.16
H -4.46 0.66 0.81
H -0.61 -2.02 -1.11
H 1.22 -4.49 0.95
H 2.81 -4.65 0.19
H -2.83 3.59 -0.92
H -4.72 3.06 -2.08
H 1.80 -5.69 -2.56
H 3.59 -2.77 -0.93
H 1.60 -4.12 -3.34
H -0.71 -3.98 -2.24
H 3.03 -4.45 -2.36
H -0.39 -5.54 -1.48
*
```

No. 7
The following is a quantum chemistry calculation of a 2-piece molecular cluster, C5H13NO2 overall at a distorted geometry, from OMol25.

- M (u) = 119.16
- electronic energy (eV) = -10976.8967
- maximum force (eV/A) = 1.7
- ΔE to the lowest compared entry with this formula, charge and spin (kcal per mole) = 114.9
- LUMO energy (alpha / beta) (eV) = 0.52 / 0.52

```
! wB97M-V def2-TZVPD RIJCOSX def2/J DEFGRID3
* xyz 0 1
O -0.86 1.17 0.42
O -1.61 0.46 -1.74
N 0.05 -0.74 -0.46
C -0.45 0.44 -0.95
C 1.60 0.01 1.76
C -0.81 -1.90 -0.56
C 0.13 -0.16 1.69
C 0.59 1.32 -1.62
H -0.27 -1.17 1.73
H -1.05 2.13 0.36
H -0.43 0.48 2.37
H 0.88 0.86 -2.56
H 1.46 1.39 -0.98
H -2.28 -0.08 -1.30
H -0.99 -2.18 -1.61
H -0.31 -2.75 -0.09
H 1.90 1.02 1.48
H -1.79 -1.79 -0.06
H 1.91 -0.13 2.81
H 0.19 2.31 -1.82
H 2.12 -0.70 1.13
*
```

No. 8
The following is a quantum chemistry calculation of a 2-piece molecular cluster, C2H9N2 overall at a distorted geometry, from OMol25.

- M (u) = 61.11
- electronic energy (eV) = -5192.0083
- maximum force (eV/A) = 2.6
- ΔE to the lowest compared entry with this formula, charge and spin (kcal per mole) = 44.9
- LUMO energy (eV) = -4.41

```
! wB97M-V def2-TZVPD RIJCOSX def2/J DEFGRID3
* xyz 1 1
N 0.35 -0.58 -0.43
N -1.80 0.85 0.04
C 1.19 0.05 -1.19
C 0.93 -0.95 0.87
H -1.97 1.31 -0.86
H -2.48 0.10 0.14
H 0.09 -1.28 1.51
H 1.31 -0.10 1.45
H 1.70 -1.69 0.81
H 2.00 0.61 -0.73
H -1.67 1.49 0.81
H 1.15 -0.08 -2.26
H -0.78 0.28 -0.17
*
```

Look up the electronic energy of the first one.
-83063.4095 eV